[1]
DFT (ωB97M-V with the def2-TZVPD basis set) results for a cluster of 9 separate species, C36H89N3O10 in total.

Cartesian coordinates (Å):
H 4.04878 0.04380 -1.61045
O -3.63592 3.50137 0.41372
C -2.80837 -1.74399 3.97873
H -2.49450 -1.03649 6.88381
H -2.67556 -2.72176 3.40098
C -1.44774 -0.83026 6.68354
C 4.33879 -0.44355 -2.49801
H -0.24959 2.32308 4.54398
C -0.83574 -3.16354 -2.94134
H 1.12821 -0.34025 -2.50803
C -1.37848 0.65784 6.47510
H -1.17586 5.13563 1.53669
H 0.20505 -1.39038 5.58535
O -1.86040 0.60991 2.82126
H -0.73920 -1.60930 2.12959
H -7.35617 -2.38943 -0.97867
C 2.66708 -2.37068 0.92733
H 2.75860 2.84312 3.30370
H 4.97238 -0.89921 0.09693
C 0.18845 2.24320 -4.16285
C -0.13287 4.76238 1.41433
H -5.98677 -1.80289 0.01847
H 1.32664 -0.22444 -5.11432
H 4.22791 -2.83694 3.13646
H 5.72342 -0.91226 1.65423
O 2.63924 0.38823 0.40178
H 0.88836 3.63571 -0.18739
H 5.12821 0.17927 -2.99785
H 1.18875 0.31987 -10.66512
C -2.32240 0.47296 -0.97428
C 3.50247 0.36590 4.06022
H -1.75243 -0.79563 0.58354
H 0.53932 1.80874 -5.12466
H -3.23627 -2.02800 4.93162
C -1.38333 -1.23126 4.13854
C -3.37096 1.15162 5.09242
H 5.42868 0.99951 1.93379
H 4.43317 2.17622 1.19443
H 4.17753 -2.44047 -3.98088
H -3.01439 -0.22009 -1.41809
H -1.82516 0.89972 -1.86479
H 4.90828 2.36639 2.99921
H -5.63951 -3.59230 -2.56866
H -3.37583 2.15891 1.93747
O -0.21226 0.53425 0.30719
H 2.58054 -2.10242 -0.10641
C -1.59132 -2.62716 -4.18022
H -4.34024 3.97198 -0.08720
C -1.86268 1.04879 5.05165
H -3.83315 1.13328 4.10938
C 4.61354 1.69028 2.15161
H -0.77594 -1.02400 -0.87695
H 2.63122 -1.56270 -8.29492
O 0.35783 0.05360 -2.93458
H 4.43748 -1.39070 5.11530
O -0.99692 3.02511 -0.15762
C -4.23260 2.65264 1.39961
H -2.20158 -3.45635 -4.66635
H -0.90805 -1.04088 7.64593
H -0.90515 2.19837 -4.15309
H 1.76103 -2.44902 -4.61668
H 2.41980 0.18651 4.35758
H -1.47680 -3.54954 -2.16817
H 2.91452 -2.55653 -6.00741
H -1.94617 1.22338 7.16582
H 4.79482 -1.41270 -2.16612
H 0.53756 3.30285 -4.17378
H -5.33308 2.79328 3.17758
O -2.63677 -1.73341 -3.89024
H 0.26698 -0.10735 -7.06969
C 1.40683 -0.76946 -10.62890
H 0.88690 -1.30435 -11.43331
H -1.74990 2.85457 3.83158
H -5.82246 3.82664 1.77065
H -4.36488 4.19332 2.73508
H -3.63419 2.08607 5.60081
C 3.34915 0.93841 2.66956
H 2.36024 0.13838 -8.62832
H -0.29635 0.99731 6.54939
H 5.34487 -2.40231 0.97626
C 4.32632 -0.89055 4.12671
H -4.45003 -3.26074 -1.34614
H 1.97996 2.36357 1.81722
H -0.80864 -2.20205 -4.84422
H 1.80573 1.54223 -2.96405
C -5.36612 -2.84692 -1.79691
C 3.65256 -1.88312 3.15300
H 0.52740 1.93343 -1.99532
C -1.28114 -0.28612 -0.23752
H 0.50070 -1.76218 -7.08053
H -2.83457 1.25755 -0.39348
O 0.92590 -1.22669 -9.35850
N -1.21372 0.19022 4.03593
H 2.99719 -3.41637 0.97691
C 0.71679 1.47110 -2.96838
O -5.09326 -1.60083 -2.43421
N 2.82717 -0.12976 1.78573
C -6.31313 -2.60425 -0.64851
H 3.82004 1.12121 4.75864
H -0.47634 -2.95323 3.16664
H -0.22272 -4.03873 -3.20000
N 1.85996 -0.67455 -5.83747
H 0.55263 -1.50599 3.40256
C 1.83921 -0.79496 -8.32981
H 5.36706 -0.67003 3.84426
C 3.65618 -1.51384 -4.38415
H -6.31672 -3.53707 -0.06330
C -4.98774 3.43144 2.38054
C -0.41853 -1.85388 3.16741
H -4.24207 -1.64789 -2.90180
H -2.27211 -0.87437 -3.72039
C -1.32631 2.41914 4.74827
H -1.49133 3.14235 5.58710
H 4.43850 -0.95343 -4.91343
C 3.56181 -1.40866 1.67885
H -3.40881 -1.07237 3.31525
H 1.66062 0.39486 0.40108
H -4.83580 1.84204 0.91474
H 1.34882 1.71045 3.27732
H -0.51280 1.45538 0.19375
C -0.87850 -1.65263 5.55419
O 3.19306 -0.73404 -3.28873
C -0.08578 4.13170 0.07044
C 1.03615 -0.84653 -7.03366
C 4.92576 -1.39555 1.05805
H -0.27985 4.82329 -0.73732
C 2.49236 -1.84329 -5.25545
H 0.13205 4.04527 2.18575
H 0.60680 5.56174 1.40621
H -1.17572 0.67213 2.12927
H -1.92375 3.23667 0.02034
H 2.47983 -0.98511 -10.77278
H -3.82551 0.32535 5.61556
H -0.88385 -2.75063 5.63201
H 1.62322 -2.23447 1.24345
H 2.67166 -2.09301 3.61501
C 2.28620 2.02214 2.78830
H -0.15137 -2.32980 -2.60126

Calculated values
**LUMO level**: 0.549 eV
**Structure (SMILES)**: CC1(C)CCCC(C)(C)N1O.CC1(C)CCCC(C)(C)N1O.COCCNCCOC.CCO.CCO.CCO.CCO.CCO.CCO

=====

[2]
DFT (ωB97M-V with the def2-TZVPD basis set) results for a cluster of 10 separate species, C36H91NO10 in total.

Cartesian coordinates (Å):
C -17.11703 -8.03672 -15.08970
H -13.34255 -4.04157 -7.51627
C -16.29957 -11.26014 -4.45986
O -20.82077 -10.97806 -7.16442
H -21.93022 -7.28659 -14.78394
H -19.67916 -8.28288 -16.45049
C -21.33508 -8.28792 -17.63939
H -22.30133 -7.78902 -17.56492
C -14.28631 -4.12148 -8.05575
C -20.64199 -7.77715 -16.37783
C -17.84336 -10.32543 -15.17088
H -22.56427 -7.36774 -11.40987
H -18.58050 -11.73489 -7.10960
H -17.26913 -12.30171 -15.88238
H -21.63488 -12.41984 -13.27864
H -21.82905 -9.02746 -14.97988
H -17.61956 -7.17597 -3.74609
O -24.11918 -11.44587 -12.42047
H -17.34454 -8.72115 -9.29990
H -15.97459 -11.82269 -3.58463
C -17.56159 -7.52221 -4.77801
C -14.69098 -5.62420 -8.16714
H -16.57805 -7.19531 -15.52517
H -15.45179 -10.37980 -18.97283
H -20.31391 -5.88308 -8.67973
C -17.40838 -10.28104 -18.14577
C -22.06146 -11.57235 -7.43517
H -18.80953 -9.93917 -14.84616
C -19.06735 -9.40268 -10.19024
H -23.57772 -12.82191 -10.04704
H -21.61844 -4.77338 -8.46768
H -15.66746 -5.16609 -10.04931
H -16.49795 -7.71781 -4.91403
C -16.10304 -11.05373 -18.41625
H -21.53912 -9.35843 -17.61797
H -16.69435 -5.03017 -8.62126
H -23.60347 -13.69215 -11.54784
H -15.26885 -9.66375 -14.45828
H -15.18671 -10.71579 -15.75143
O -20.47100 -9.23829 -9.90293
H -15.66098 -11.52938 -17.54079
H -19.06357 -9.70272 -12.39732
H -14.40214 -5.68796 -6.30889
C -23.11235 -10.46568 -7.63366
H -22.97014 -9.89146 -8.54918
H -18.16679 -7.77737 -14.95250
H -22.07939 -5.00188 -12.09603
C -14.63645 -9.41479 -10.46768
H -20.16242 -7.42235 -5.77388
H -17.61278 -8.97040 -11.76768
H -18.59459 -7.41809 -9.37822
H -14.00303 -3.73878 -9.03627
O -17.54769 -5.48100 -5.87239
H -21.89028 -6.44671 -8.13121
H -24.10457 -10.91680 -7.62456
H -15.63054 -12.72117 -11.19166
H -21.65568 -3.81288 -10.87402
C -21.38838 -5.77587 -8.82847
O -14.18178 -11.61399 -9.55349
H -21.08295 -5.86631 -15.96640
H -14.55370 -8.85197 -9.53790
H -16.63298 -10.28934 -4.09313
H -15.34454 -8.86397 -11.08679
H -18.80099 -10.44150 -9.99531
H -16.90654 -11.18926 -7.25088
O -16.97080 -13.24640 -5.45019
C -18.39374 -8.46531 -9.15217
H -17.46814 -10.62320 -14.19177
C -15.64599 -11.64697 -11.37592
C -18.10099 -11.60908 -16.01027
H -13.74743 -9.39078 -11.09789
C -21.24722 -8.10615 -15.00736
H -14.72804 -9.05461 -16.10863
O -16.43811 -8.07305 -17.85117
N -17.26282 -9.06381 -17.27880
C -17.47252 -11.95683 -5.21496
H -16.42604 -13.27955 -6.23997
C -22.93059 -11.58758 -11.73311
H -16.36786 -6.60288 -9.19883
H -22.83473 -10.82714 -10.95809
H -21.61727 -10.68045 -13.25699
H -13.88841 -6.28181 -8.50109
H -23.03469 -5.75328 -10.08951
H -23.45226 -12.76519 -6.30432
C -18.15289 -9.90944 -19.43822
H -20.74020 -11.51755 -12.06650
C -15.15527 -10.82652 -10.15522
H -15.15365 -11.47711 -12.33344
H -16.78237 -8.18740 -14.06335
H -16.65193 -5.46641 -6.21736
H -21.75469 -13.28025 -6.13115
H -17.92488 -7.24097 -6.81459
O -15.05286 -6.08888 -6.88977
H -17.10279 -7.45939 -18.17242
H -19.08357 -9.39701 -19.19462
C -18.69180 -9.02929 -11.62505
H -15.09441 -3.49778 -7.67358
H -18.18004 -10.31645 -6.29938
H -14.71298 -12.32034 -9.17868
H -18.35765 -11.94036 -4.57904
C -18.16088 -6.70757 -5.89379
H -20.93174 -7.87199 -18.56266
C -22.41880 -12.42360 -6.24614
H -23.08985 -9.66125 -6.89848
C -18.39215 -11.27746 -17.46617
H -16.29565 -11.85401 -19.13078
H -19.87448 -6.01579 -4.77857
H -22.07026 -13.30599 -10.69902
H -15.94137 -10.82195 -9.40015
H -15.52428 -11.08954 -5.20679
O -21.80759 -7.12040 -10.87334
C -19.59723 -6.49194 -5.71905
H -22.21057 -11.88853 -5.31961
H -21.91465 -12.21791 -8.30108
C -15.42070 -9.67289 -15.53761
C -16.89818 -9.31422 -15.84100
C -21.47120 -4.83419 -11.20716
H -20.40871 -4.90363 -11.44039
H -18.39802 -12.23496 -17.98700
H -20.00496 -5.87711 -6.52145
H -17.57373 -9.19696 -20.02564
C -21.96132 -5.86693 -10.24138
H -16.69437 -11.42495 -11.57514
H -18.64878 -8.60789 -8.10205
C -17.75057 -11.28175 -6.56740
H -18.85504 -12.19210 -15.48151
C -23.05075 -12.93275 -10.99471
H -24.16246 -12.09091 -13.13015
H -20.69277 -10.22724 -7.74879
H -19.03060 -8.02243 -11.86912
H -18.45069 -10.78617 -20.01333
H -20.76205 -8.39904 -10.26699
H -20.48875 -8.11490 -14.22457
O -20.41331 -6.36813 -16.43691
C -15.90671 -5.62144 -9.08831
H -19.42619 -10.99123 -17.65838
H -18.00315 -8.51841 -4.75130
C -21.68224 -11.55772 -12.61335

Calculated values
**LUMO level**: 0.344 eV
**Structure (SMILES)**: CC1(C)CCCC(C)(C)N1O.CC(C)O.CC(C)O.CC(C)O.CC(C)O.CC(C)O.CC(C)O.CC(C)O.CC(C)O.CC(C)O

=====

These records have energy above the lowest of the compared OMol25 structures with the same formula, charge and spin values of 159.2, 149.3 kJ/mol, in the order they appear.
These records have calculated total energy values of -63715.4995, -60769.3349 eV, in the order they appear.
These records have HOMO-LUMO gap values of 8.963, 8.958 eV, in the order they appear.